C53H104O17 | ωB97M-V/def2-TZVPD

```
! RIJCOSX wB97M-V def2-TZVPD def2/J DEFGRID3
* xyz 0 1
C -2.579 1.275 0.777
O -3.956 1.358 1.063
H -2.427 0.211 0.677
H -2.363 1.825 -0.177
H -1.902 1.677 1.570
H -4.230 2.305 1.136
C 1.800 -1.705 6.325
O 1.473 -1.384 5.004
H 1.867 -2.764 6.451
H 2.787 -1.300 6.541
H 1.143 -1.335 7.093
H 1.035 -2.158 4.662
C 0.903 4.868 -1.963
O 1.013 3.459 -1.997
H 0.280 5.252 -2.809
H 0.470 5.209 -1.003
H 1.871 5.430 -2.068
H 1.738 3.286 -1.363
C 0.339 5.876 3.140
O 0.833 4.790 2.378
H -0.718 5.938 2.984
H 0.517 5.818 4.188
H 0.745 6.837 2.713
H 0.244 4.013 2.652
C 5.951 -4.593 -0.575
O 5.645 -5.593 -1.517
H 5.725 -4.952 0.439
H 7.022 -4.383 -0.702
H 5.421 -3.624 -0.619
H 4.711 -5.812 -1.402
C 1.801 -5.314 -0.953
O 2.505 -6.549 -1.116
H 2.047 -4.588 -1.780
H 0.704 -5.517 -1.047
H 2.093 -4.871 -0.006
H 2.467 -7.016 -0.297
C -5.310 4.938 0.933
O -4.393 3.951 0.502
H -5.506 5.521 0.042
H -6.218 4.413 1.200
H -4.908 5.650 1.714
H -4.211 4.061 -0.451
C -5.187 0.535 -2.096
O -4.208 1.433 -2.604
H -6.178 1.004 -2.176
H -5.211 -0.469 -2.582
H -5.029 0.467 -0.988
H -3.265 1.080 -2.568
C 3.873 4.635 0.422
O 2.590 3.997 0.366
H 3.799 5.728 0.749
H 4.658 4.099 0.983
H 4.306 4.677 -0.583
H 2.073 4.259 1.104
C -1.311 -2.828 5.390
O -0.505 -3.197 4.282
H -2.333 -3.171 5.228
H -0.843 -3.254 6.268
H -1.296 -1.740 5.511
H -1.065 -3.539 3.576
C 2.938 4.498 5.747
O 1.761 3.679 5.734
H 3.178 4.928 4.799
H 2.634 5.291 6.395
H 3.863 4.043 6.085
H 2.004 2.834 5.354
C -2.158 3.821 -2.311
O -3.569 4.032 -2.330
H -1.855 2.830 -2.041
H -1.815 3.984 -3.343
H -1.695 4.549 -1.631
H -3.968 3.174 -2.514
C 3.837 1.523 3.582
O 2.761 1.197 4.553
H 4.502 0.718 3.426
H 3.417 1.940 2.626
H 4.371 2.331 4.107
H 2.511 0.256 4.437
C -0.984 -2.017 -6.750
O -0.161 -2.476 -7.805
H -1.374 -2.781 -6.096
H -0.472 -1.221 -6.259
H -1.792 -1.451 -7.225
H 0.456 -3.115 -7.467
C -2.545 4.030 3.253
O -1.305 3.448 3.230
H -2.740 4.424 2.285
H -3.315 3.265 3.432
H -2.731 4.852 3.987
H -1.284 2.690 3.833
C 3.824 4.586 -4.155
O 4.455 5.322 -3.102
H 3.173 5.224 -4.816
H 4.464 3.976 -4.849
H 3.292 3.850 -3.606
H 4.977 6.024 -3.458
C 1.808 1.035 -4.515
O 0.589 1.540 -3.976
H 1.516 0.304 -5.287
H 2.416 1.832 -5.042
H 2.432 0.484 -3.799
H 0.832 2.256 -3.402
C 4.702 2.034 -2.253
C 5.272 1.324 -3.352
C 5.093 -0.050 -3.472
C 4.279 -0.685 -2.565
C 3.775 0.000 -1.457
C 3.976 1.357 -1.302
H 4.900 3.074 -2.225
H 5.819 1.888 -4.094
H 5.411 -0.586 -4.340
H 4.153 -1.777 -2.687
H 3.211 -0.683 -0.825
H 3.641 1.938 -0.475
C -2.771 -4.651 2.192
C -2.823 -3.302 1.814
C -4.041 -2.665 1.806
C -5.181 -3.328 2.228
C -5.103 -4.643 2.615
C -3.906 -5.323 2.594
H -1.855 -5.212 2.117
H -1.918 -2.763 1.573
H -4.136 -1.622 1.538
H -6.128 -2.794 2.191
H -6.014 -5.128 3.007
H -3.995 -6.329 2.960
C -1.596 0.361 4.028
C -2.989 0.058 3.889
C -3.871 0.797 4.680
C -3.483 1.592 5.730
C -2.119 1.865 5.842
C -1.215 1.251 5.019
H -0.813 -0.029 3.453
H -3.299 -0.619 3.120
H -4.916 0.744 4.488
H -4.257 2.026 6.305
H -1.765 2.548 6.611
H -0.122 1.417 5.183
C 0.528 -5.438 -4.189
C 1.466 -5.752 -5.120
C 2.154 -4.731 -5.753
C 2.069 -3.426 -5.394
C 1.131 -3.103 -4.412
C 0.342 -4.061 -3.829
H -0.138 -6.091 -3.748
H 1.600 -6.815 -5.444
H 2.798 -4.976 -6.575
H 2.548 -2.641 -5.953
H 1.021 -2.036 -4.208
H -0.407 -3.779 -3.039
C 0.730 -0.413 1.457
C 0.501 -1.717 1.184
C 0.192 -2.160 -0.118
C 0.114 -1.304 -1.176
C 0.370 0.042 -0.922
C 0.701 0.449 0.383
H 0.895 -0.015 2.429
H 0.648 -2.450 1.978
H 0.163 -3.241 -0.264
H -0.036 -1.674 -2.179
H 0.103 0.750 -1.671
H 0.862 1.462 0.591
C -3.373 -3.789 -4.090
C -3.141 -5.104 -3.745
C -2.851 -5.408 -2.428
C -2.734 -4.372 -1.489
C -2.992 -3.054 -1.849
C -3.204 -2.766 -3.180
H -3.447 -3.553 -5.138
H -3.120 -5.879 -4.513
H -2.641 -6.446 -2.127
H -2.374 -4.583 -0.454
H -2.675 -2.206 -1.222
H -3.267 -1.737 -3.436
*
```

- HOMO: -8.99 eV
- Frontier orbital gap: 9.2 eV